# 1
{"formula": "C41H37F5OP2Pd", "method": "ωB97M-V/def2-TZVPD", "molar_mass_g_mol": 809.10, "largest_force_ev_per_a": 6.58, "multiplicity": 5, "homo_ev": [-10.14, -13.52], "charge": 2, "homo_lumo_gap_ev": [4.43, 3.29], "species": ["Pd", "C", "C", "C", "C", "C", "C", "C", "C", "C", "H", "H", "H", "H", "H", "H", "H", "H", "H", "H", "H", "H", "H", "H", "H", "P", "P", "C", "C", "C", "C", "C", "C", "C", "C", "C", "C", "C", "C", "C", "C", "C", "C", "C", "C", "C", "C", "C", "C", "C", "C", "C", "C", "H", "H", "H", "H", "H", "H", "H", "H", "H", "H", "H", "H", "H", "H", "H", "H", "H", "H", "H", "H", "H", "H", "F", "C", "C", "F", "C", "F", "C", "O", "C", "F", "C", "F"], "xyz": [[0.191847, 0.057867, 2.339556], [-1.718253, 0.914667, -5.268344], [-1.725453, -0.356133, -4.848544], [-0.848153, -1.515233, -5.243344], [0.483647, -1.187033, -5.953744], [1.396847, -0.315433, -5.125644], [1.403947, 1.017667, -5.007444], [0.527047, 2.055767, -5.657344], [-0.804953, 1.574067, -6.273644], [1.595647, 0.542067, 3.848556], [-2.448153, 1.581067, -4.808344], [-2.477253, -0.614333, -4.101544], [-1.428353, -2.203333, -5.878244], [-0.622353, -2.084433, -4.330744], [0.994647, -2.137233, -6.149344], [0.286847, -0.744533, -6.931944], [2.126647, -0.859033, -4.525344], [2.155247, 1.439767, -4.338844], [1.107347, 2.579867, -6.433044], [0.301447, 2.819167, -4.899344], [-1.316053, 2.454467, -6.681044], [-0.608453, 0.919967, -7.125044], [1.382547, 1.518867, 4.293256], [2.617047, 0.558667, 3.446056], [1.556347, -0.218633, 4.638956], [-1.285053, -0.457933, 0.697656], [1.744947, 0.071667, 0.683856], [-0.366953, -0.700033, -0.869244], [0.955347, -0.492833, -0.869344], [-2.283753, -1.981733, 0.814956], [-2.644253, -2.735833, -0.311644], [-3.370053, -3.915033, -0.160744], [-3.742953, -4.348133, 1.114656], [-3.390253, -3.599933, 2.237856], [-2.661653, -2.419533, 2.090056], [-2.492753, 0.829367, 0.233956], [-2.098653, 2.175667, 0.244456], [-3.032053, 3.184167, 0.014956], [-4.370453, 2.860967, -0.215844], [-4.771153, 1.524067, -0.214744], [-3.839353, 0.511667, 0.009256], [3.223747, -0.982333, 0.805256], [3.136147, -2.268733, 1.354756], [4.286747, -3.031533, 1.548856], [5.536247, -2.513233, 1.206456], [5.631747, -1.227033, 0.671156], [4.483847, -0.463133, 0.473056], [2.405547, 1.699567, 0.172856], [2.612547, 2.656667, 1.174856], [3.056947, 3.935767, 0.841256], [3.299347, 4.264567, -0.493044], [3.098747, 3.312467, -1.495744], [2.652547, 2.034367, -1.166144], [-0.902953, -0.991933, -1.772044], [1.555847, -0.608633, -1.771544], [-2.368253, -2.392233, -1.305244], [-3.647753, -4.495833, -1.036044], [-4.312153, -5.266433, 1.229456], [-3.685453, -3.932033, 3.229156], [-2.382353, -1.819533, 2.952456], [-1.060353, 2.431667, 0.439256], [-2.714253, 4.223267, 0.019056], [-5.098453, 3.647667, -0.392944], [-5.812653, 1.267467, -0.387544], [-4.156853, -0.526733, 0.009356], [2.165947, -2.669833, 1.636956], [4.207247, -4.029933, 1.969956], [6.432747, -3.107333, 1.358956], [6.603047, -0.816433, 0.410056], [4.562747, 0.538167, 0.059956], [2.427347, 2.376967, 2.209856], [3.220847, 4.671667, 1.623456], [3.650247, 5.259467, -0.752944], [3.291847, 3.566867, -2.534244], [2.507247, 1.291367, -1.945744], [-1.128453, -1.001733, 8.942456], [-1.170053, -0.693133, 7.622456], [-1.753153, 0.507067, 7.205956], [-2.272653, 1.364867, 8.119956], [-1.788853, 0.830767, 5.847156], [-2.338153, 2.006467, 5.449856], [-1.227853, -0.036133, 4.899056], [-1.237053, 0.340067, 3.604256], [-0.656453, -1.246533, 5.314356], [-0.122153, -2.100933, 4.404756], [-0.627453, -1.572533, 6.676356], [-0.066153, -2.738433, 7.084556]], "atomic_forces_ev_per_a": [[2.1, -0.5, -1.8], [0.9, 4.2, -1.7], [0.5, -4.6, 1.0], [0.4, 1.0, -0.1], [-0.1, 0.0, 0.0], [-0.1, 0.3, 0.3], [-0.1, -0.4, 0.1], [0.5, 0.2, 0.4], [-1.0, -0.2, 0.0], [2.1, 0.5, 2.1], [0.1, -0.1, 0.0], [-0.1, 0.0, -0.2], [-0.3, 0.0, 0.2], [-0.3, 0.0, 0.0], [-0.2, 0.2, 0.0], [0.1, -0.1, 0.1], [0.0, 0.1, -0.2], [-0.1, 0.0, -0.2], [-0.3, -0.2, 0.1], [0.0, -0.1, -0.2], [0.0, -0.1, 0.2], [0.0, -0.1, 0.2], [-0.4, 0.0, -0.3], [-0.4, -0.2, -0.1], [-0.1, 0.0, -0.3], [-1.7, -0.8, -2.0], [1.6, 0.0, -2.0], [0.6, 0.1, 0.3], [-0.5, 0.0, 0.1], [0.0, -0.2, 0.0], [-0.1, -0.1, 0.3], [0.0, 0.1, 0.2], [0.1, 0.2, 0.0], [0.0, 0.1, -0.1], [-0.1, -0.1, -0.4], [-0.3, 0.2, 0.3], [-0.2, -0.1, -0.1], [0.0, -0.2, -0.1], [0.1, -0.2, 0.0], [0.2, 0.1, -0.1], [0.1, 0.2, -0.1], [0.4, 0.1, 0.3], [0.1, 0.1, 0.0], [-0.1, 0.1, -0.1], [-0.2, 0.2, -0.1], [-0.1, -0.2, 0.0], [0.0, -0.2, 0.1], [-0.2, 0.2, 0.1], [0.0, 0.0, -0.3], [0.1, -0.1, -0.1], [-0.1, -0.2, 0.1], [-0.1, -0.1, 0.2], [0.0, 0.2, 0.2], [0.1, 0.1, 0.1], [-0.1, -0.1, 0.1], [-0.1, -0.2, 0.1], [0.0, 0.1, 0.1], [0.1, 0.1, 0.0], [0.0, 0.0, -0.2], [-0.1, -0.2, -0.1], [0.0, 0.0, 0.0], [-0.1, -0.2, 0.0], [0.1, -0.1, 0.1], [0.1, 0.0, 0.0], [0.0, 0.2, 0.1], [0.1, 0.0, 0.0], [0.0, 0.2, -0.1], [-0.1, 0.1, 0.0], [-0.1, -0.1, 0.0], [0.1, -0.2, 0.1], [0.0, 0.2, -0.2], [0.0, -0.1, -0.1], [-0.1, -0.2, 0.1], [0.0, 0.0, 0.1], [0.0, 0.2, 0.1], [0.0, 0.5, -2.2], [0.0, -0.3, 1.6], [-0.7, 1.5, 0.1], [0.7, -1.2, -1.1], [-1.0, 1.5, 1.5], [0.8, -1.8, 0.5], [-0.4, 1.2, -4.1], [-2.6, -0.2, 6.0], [0.8, -1.7, 1.2], [-0.6, 0.9, 0.9], [0.7, -1.3, -0.8], [-0.7, 1.4, -0.5]], "mulliken_spin": [0.950, 0.393, 0.263, 0.051, -0.003, 0.012, 0.026, 0.055, 0.066, 0.689, 0.013, 0.018, 0.055, 0.034, -0.001, 0.008, -0.001, -0.002, -0.002, -0.004, 0.004, 0.016, 0.019, -0.019, -0.002, 0.158, 0.075, -0.017, 0.009, 0.026, 0.002, 0.001, 0.003, 0.004, 0.015, 0.005, 0.010, -0.007, 0.015, -0.007, 0.016, 0.003, 0.019, 0.001, 0.010, -0.003, 0.010, 0.027, 0.011, 0.004, 0.006, -0.001, -0.017, 0.013, 0.007, 0.001, 0.000, 0.000, 0.000, 0.006, 0.007, 0.000, 0.001, 0.000, 0.003, -0.004, 0.000, 0.001, 0.000, 0.002, -0.001, 0.000, 0.000, 0.000, 0.004, 0.027, 0.211, -0.052, -0.005, 0.129, 0.014, 0.159, 0.421, 0.075, 0.001, -0.034, -0.003]}



# 2
{"formula": "C41H37F5P2V", "method": "ωB97M-V/def2-TZVPD", "molar_mass_g_mol": 737.63, "largest_force_ev_per_a": 3.63, "multiplicity": 2, "homo_ev": [-13.34, -13.72], "charge": 2, "homo_lumo_gap_ev": [6.06, 5.70], "species": ["V", "C", "C", "C", "C", "C", "C", "C", "C", "C", "H", "H", "H", "H", "H", "H", "H", "H", "H", "H", "H", "H", "H", "H", "H", "P", "P", "C", "C", "C", "C", "C", "C", "C", "C", "C", "C", "C", "C", "C", "C", "C", "C", "C", "C", "C", "C", "C", "C", "C", "C", "C", "C", "H", "H", "H", "H", "H", "H", "H", "H", "H", "H", "H", "H", "H", "H", "H", "H", "H", "H", "H", "H", "H", "H", "F", "C", "C", "C", "F", "C", "F", "C", "F", "C", "F"], "xyz": [[1.512696, -1.519669, -0.020287], [1.163871, 0.319937, 1.553456], [2.232067, -0.449335, 2.018007], [2.220950, -1.630051, 2.948196], [1.861741, -3.002363, 2.335589], [0.725870, -3.038637, 1.368828], [-0.303681, -2.090470, 1.251941], [-0.700234, -1.153838, 2.371243], [-0.238111, 0.252453, 2.058190], [1.643993, -2.029554, -2.072759], [1.394854, 1.299352, 1.105842], [3.180542, 0.127880, 2.087975], [1.635140, -1.455048, 3.866496], [3.243803, -1.732913, 3.358660], [2.733417, -3.448677, 1.829203], [1.676589, -3.686388, 3.177407], [0.539826, -4.022377, 0.922126], [-1.156083, -2.318802, 0.594269], [-0.359133, -1.486292, 3.364665], [-1.803861, -1.134416, 2.435626], [-0.886256, 0.637911, 1.267397], [-0.356341, 0.895769, 2.934518], [1.735132, -1.169941, -2.785954], [0.637437, -2.472346, -2.210075], [2.414998, -2.784931, -2.323062], [7.003287, -4.173168, -0.167899], [5.356251, -6.360625, -0.795269], [6.614052, -5.252706, 1.262359], [5.997657, -6.410937, 0.909294], [8.818647, -4.159357, -0.162992], [9.557776, -4.546342, 0.957223], [10.952556, -4.594307, 0.869685], [11.593440, -4.193450, -0.308662], [10.839963, -3.727673, -1.398208], [9.449406, -3.713115, -1.333077], [6.764887, -2.496955, 0.481027], [5.378194, -2.288524, 0.465822], [4.883218, -1.108834, 0.954556], [5.687262, -0.211993, 1.651856], [7.072732, -0.415552, 1.685784], [7.624001, -1.563875, 1.092564], [6.105226, -7.974417, -1.427510], [7.509979, -8.029511, -1.534380], [8.166404, -9.230700, -1.827675], [7.422372, -10.403673, -2.046801], [6.023051, -10.364885, -1.976146], [5.380162, -9.157496, -1.657711], [3.624544, -6.846749, -0.527252], [2.770971, -6.891605, -1.650199], [1.481264, -7.400947, -1.518949], [1.029193, -7.832280, -0.261565], [1.839035, -7.676141, 0.866460], [3.136740, -7.177741, 0.739297], [6.877019, -4.940441, 2.278092], [5.863976, -7.306988, 1.517226], [9.032406, -4.812094, 1.877162], [11.534686, -4.949134, 1.722064], [12.681294, -4.240152, -0.381201], [11.330474, -3.382711, -2.306318], [8.836570, -3.360106, -2.167621], [4.697932, -3.083090, 0.148576], [3.824622, -0.937800, 0.763670], [5.219337, 0.615959, 2.185041], [7.705227, 0.316093, 2.198846], [8.698169, -1.736055, 1.172996], [8.095905, -7.127633, -1.343519], [9.262528, -9.262669, -1.860485], [7.937031, -11.349243, -2.236442], [5.436254, -11.279518, -2.137242], [4.298244, -9.154816, -1.552822], [3.138703, -6.558162, -2.619381], [0.839296, -7.486676, -2.398445], [0.043239, -8.298533, -0.170644], [1.479308, -7.957250, 1.856263], [3.776658, -7.083564, 1.615633], [1.710922, 1.440260, -1.340482], [0.388842, 1.115687, -1.286661], [0.007675, -0.211565, -1.120976], [-1.379749, -0.391177, -1.167933], [-1.883630, -1.642523, -1.349103], [-2.305035, 0.672923, -1.167405], [-3.627126, 0.420763, -1.067430], [-1.850998, 1.981352, -1.243360], [-2.694048, 3.028613, -1.112149], [-0.484805, 2.205960, -1.365683], [0.021228, 3.445630, -1.431731]], "atomic_forces_ev_per_a": [[-2.2, 0.4, -2.8], [1.7, 0.7, 2.2], [-1.0, 2.9, 0.6], [0.6, -0.5, 0.8], [0.3, -0.1, 0.4], [-1.7, 0.3, -0.5], [-0.1, -2.1, 0.7], [-0.3, 0.3, 0.3], [-0.6, -0.3, -0.9], [-0.1, 0.4, 0.1], [0.3, -0.7, 0.0], [-0.9, -0.6, -0.7], [-0.1, 0.2, -0.6], [-0.3, 0.1, -0.4], [0.0, 0.2, 0.1], [-0.1, 0.0, -0.3], [0.4, 0.4, -0.4], [0.8, -0.1, 0.1], [0.0, 0.0, -0.6], [0.5, -0.2, -0.1], [0.0, 0.2, 0.2], [0.3, 0.2, -0.1], [0.0, -0.8, 0.7], [0.4, 0.1, 0.0], [0.0, 0.2, 0.6], [1.7, 0.4, 1.5], [0.5, -2.8, 0.3], [-0.9, -0.8, -0.4], [0.8, 1.8, 0.0], [0.1, -0.4, -0.6], [0.2, -0.2, -0.2], [-0.1, 0.2, -0.1], [-0.3, 0.0, -0.1], [0.1, 0.0, 0.2], [0.1, -0.2, 0.3], [-1.4, -0.4, 0.3], [0.8, 0.5, 0.2], [-0.4, -0.2, -0.1], [0.1, 0.0, -0.3], [-0.3, -0.3, 0.1], [-0.3, 0.0, -0.2], [0.3, 0.1, -0.1], [0.0, -0.1, 0.0], [-0.3, 0.0, 0.1], [-0.1, 0.4, 0.2], [0.2, 0.4, 0.2], [-0.2, 0.0, -0.1], [-0.5, 0.7, -0.5], [0.1, -0.1, 0.4], [0.1, -0.1, 0.2], [0.1, 0.1, -0.1], [0.1, 0.0, -0.1], [-0.1, -0.1, -0.1], [0.2, -0.4, -0.3], [0.0, 0.4, 0.0], [0.4, -0.1, -0.3], [-0.2, 0.2, -0.3], [-0.3, 0.0, 0.0], [0.0, -0.1, 0.2], [0.3, -0.2, 0.1], [0.2, 0.3, -0.4], [0.6, 0.1, 0.3], [0.3, 0.1, -0.3], [-0.2, -0.4, -0.2], [-0.3, 0.0, -0.3], [0.0, -0.2, -0.1], [-0.5, 0.1, 0.0], [-0.2, 0.4, 0.0], [0.3, 0.5, 0.1], [0.1, 0.0, -0.1], [-0.1, -0.1, 0.1], [0.2, 0.0, 0.3], [0.4, 0.3, 0.0], [0.0, 0.0, -0.3], [-0.3, -0.1, -0.2], [-0.2, -0.4, 0.3], [0.1, 0.4, -0.2], [0.4, 0.2, 1.2], [-0.3, 0.2, -0.6], [0.1, 0.4, 0.6], [-0.4, -1.0, 0.0], [1.0, 0.2, -0.2], [-0.3, 1.0, 0.5], [0.7, -1.1, -0.4], [0.5, 0.0, 0.2], [-0.4, -0.6, 0.0]], "mulliken_spin": [-0.001, 0.001, -0.001, 0.000, -0.001, 0.000, 0.001, 0.000, 0.000, 0.000, 0.000, 0.000, 0.000, 0.000, 0.000, 0.000, 0.000, 0.000, 0.000, 0.000, 0.000, 0.000, 0.000, 0.000, 0.000, 0.237, 0.271, -0.006, 0.000, 0.030, 0.018, 0.000, 0.013, -0.002, 0.025, 0.071, 0.048, -0.002, 0.016, -0.007, 0.023, 0.071, 0.031, -0.016, 0.035, -0.013, 0.027, 0.046, 0.038, -0.009, 0.026, -0.009, 0.026, 0.003, 0.004, 0.000, 0.000, 0.000, 0.000, 0.003, -0.017, -0.005, 0.001, 0.001, 0.002, 0.009, 0.000, 0.001, 0.001, 0.004, 0.003, 0.000, 0.001, 0.000, 0.001, 0.000, 0.000, 0.000, 0.000, 0.000, 0.000, 0.000, 0.000, 0.000, 0.000, 0.000]}